{"formula": "C4H9NO2", "method": "wB97M-V/def2-TZVPD", "elements": ["N", "C", "O", "C", "C", "C", "O", "H", "H", "H", "H", "H", "H", "H", "H", "H"], "positions_angstrom": [[1.407, 1.977, 1.228], [0.960, 1.372, 0.129], [1.745, 1.178, -0.814], [-0.407, 0.731, 0.142], [0.129, -0.704, 0.019], [-0.751, -1.652, -0.752], [-2.098, -1.699, -0.283], [2.401, 2.135, 1.275], [0.801, 2.220, 1.987], [-1.032, 1.024, 1.002], [-0.943, 0.984, -0.777], [1.161, -0.221, -0.824], [0.245, -1.102, 1.065], [-0.735, -1.317, -1.796], [-0.302, -2.655, -0.704], [-2.583, -2.270, -0.896]], "de_lowest_ev": 2.753, "e_tot_ha": -362.9844, "molar_mass_g_mol": 103.1}

***

{"formula": "C3H8N2O", "method": "wB97M-V/def2-TZVPD", "elements": ["O", "C", "C", "H", "H", "H", "H", "N", "C", "N", "H", "H", "H", "H"], "positions_angstrom": [[0.580, 0.205, -2.655], [0.732, 1.410, -2.396], [-0.207, 2.231, -1.578], [1.770, 1.911, -2.488], [-0.125, 3.344, -1.635], [0.000, 2.127, -0.384], [-1.183, 1.820, -1.916], [0.180, -0.982, 1.738], [-0.658, -2.121, 1.775], [-0.418, -3.405, 2.052], [-0.041, -0.127, 1.206], [1.239, -1.073, 1.636], [-1.616, -1.779, 1.533], [-0.253, -3.562, 3.113]], "de_lowest_ev": 4.120, "e_tot_ha": -303.7407, "molar_mass_g_mol": 88.1}

***

{"formula": "C4H4N2O2", "method": "wB97M-V/def2-TZVPD", "elements": ["C", "C", "C", "C", "H", "H", "H", "H", "N", "N", "O", "O"], "positions_angstrom": [[-0.280, -0.435, 0.984], [0.144, 0.025, -1.065], [0.599, 1.330, -1.547], [-0.090, 0.528, 0.083], [0.461, 0.065, 2.945], [-0.341, -2.399, 0.348], [1.637, 1.589, -1.676], [-0.268, 1.964, -2.091], [-0.410, -1.482, 0.036], [0.116, -1.364, -1.231], [-0.369, -0.600, 2.432], [0.160, 1.853, -0.168]], "de_lowest_ev": 7.084, "e_tot_ha": -414.5859, "molar_mass_g_mol": 112.1}

***

{"formula": "H3NO2S", "method": "wB97M-V/def2-TZVPD", "elements": ["N", "O", "O", "S", "H", "H", "H"], "positions_angstrom": [[0.344, -0.296, 0.319], [-2.100, -0.905, 0.349], [-1.564, 1.455, -0.047], [-1.206, 0.081, -0.137], [0.473, -0.923, 1.093], [0.862, 0.469, 0.455], [-1.309, -0.201, -1.613]], "de_lowest_ev": 1.166, "e_tot_ha": -605.1700, "molar_mass_g_mol": 81.1}

***

{"formula": "C4H10O3", "method": "wB97M-V/def2-TZVPD", "elements": ["C", "C", "O", "C", "C", "H", "H", "H", "H", "H", "H", "H", "H", "O", "H", "H", "O"], "positions_angstrom": [[-0.165, -0.406, -0.066], [0.803, 0.671, 0.297], [0.773, 1.190, 1.672], [1.533, 1.499, -0.593], [2.310, 2.585, -0.021], [-1.153, -0.173, 0.356], [-0.313, -0.373, -1.152], [1.265, 2.070, 1.541], [1.253, 1.434, -1.628], [2.581, 3.355, -0.760], [2.873, 2.233, 0.800], [0.118, -1.454, 0.189], [-3.472, -2.579, 0.607], [-2.872, -1.839, 0.267], [-2.168, -2.206, -0.392], [-1.631, -3.249, -1.530], [-1.180, -2.495, -1.406]], "de_lowest_ev": 7.093, "e_tot_ha": -383.8890, "molar_mass_g_mol": 106.1}

***

{"formula": "C7H25Ca2O16PS2", "method": "wB97M-V/def2-TZVPD", "elements": ["Ca", "Ca", "S", "O", "O", "O", "O", "S", "O", "O", "O", "O", "C", "O", "H", "H", "H", "H", "C", "O", "H", "H", "H", "H", "C", "O", "H", "H", "H", "H", "C", "O", "H", "H", "H", "H", "C", "O", "P", "O", "O", "C", "O", "C", "H", "H", "H", "H", "H", "H", "H", "H", "H"], "positions_angstrom": [[2.706, -3.370, 2.550], [1.373, 1.151, 2.304], [3.159, -0.294, 4.041], [4.292, -0.205, 4.919], [3.336, 0.225, 2.657], [2.773, -1.758, 3.855], [1.995, 0.490, 4.535], [0.409, -1.140, 0.940], [-0.196, -0.388, 2.067], [-0.502, -1.428, -0.147], [1.551, -0.282, 0.525], [1.018, -2.380, 1.496], [-3.099, 0.321, 3.888], [-2.496, 0.816, 2.683], [-2.345, -0.008, 4.602], [-3.725, 1.122, 4.278], [-3.790, -0.498, 3.658], [-1.799, 0.169, 2.479], [-3.778, -2.042, -1.226], [-2.515, -2.013, -1.861], [-4.495, -2.406, -1.967], [-3.758, -2.746, -0.395], [-4.124, -1.031, -0.988], [-1.825, -1.816, -1.217], [0.348, -2.758, -3.569], [0.934, -2.007, -2.520], [-0.116, -3.667, -3.170], [-0.459, -2.201, -4.055], [1.129, -3.003, -4.282], [0.302, -1.924, -1.794], [4.344, -2.522, -0.739], [3.591, -2.294, 0.456], [3.814, -3.232, -1.384], [4.435, -1.620, -1.340], [5.295, -2.946, -0.434], [2.885, -1.644, 0.276], [-2.255, 1.603, -0.595], [-1.601, 2.854, -0.902], [-0.086, 3.129, -0.606], [0.481, 2.449, 0.564], [0.684, 2.838, -1.950], [0.777, 1.471, -2.397], [-0.025, 4.679, -0.472], [-0.803, 5.578, -1.267], [-2.925, 1.756, 0.247], [-1.538, 0.833, -0.324], [-2.793, 1.231, -1.465], [1.419, 0.888, -1.747], [1.192, 1.495, -3.400], [-0.210, 1.011, -2.461], [-1.765, 5.155, -1.539], [-0.233, 5.891, -2.140], [-0.981, 6.468, -0.665]], "e_tot_ha": -3978.8741, "molar_mass_g_mol": 540.5}

***

{"formula": "C6H13BrN", "method": "wB97M-V/def2-TZVPD", "elements": ["C", "C", "C", "C", "C", "C", "N", "Br", "H", "H", "H", "H", "H", "H", "H", "H", "H", "H", "H", "H", "H"], "positions_angstrom": [[1.419, -0.100, -1.337], [1.005, -1.394, -0.641], [0.822, 0.967, -0.415], [-0.410, -1.041, -0.200], [-1.564, 1.088, 0.274], [-0.085, -0.117, 2.913], [-0.329, 0.367, 0.159], [1.520, 0.725, 2.934], [2.492, 0.000, -1.472], [0.938, -0.041, -2.316], [1.029, -2.259, -1.297], [1.648, -1.587, 0.219], [1.550, 1.207, 0.397], [0.582, 1.911, -0.911], [-1.105, -1.166, -1.041], [-0.789, -1.645, 0.624], [-1.390, 2.080, 0.685], [-2.046, 1.201, -0.706], [-2.254, 0.541, 0.916], [-0.957, 0.457, 3.168], [-0.091, -1.192, 2.885]], "de_lowest_ev": 1.843, "charge": 1, "e_tot_ha": -2864.8252, "molar_mass_g_mol": 179.1}

***

{"formula": "C31H36BrN9S", "method": "wB97M-V/def2-TZVPD", "elements": ["C", "C", "Br", "C", "C", "C", "C", "C", "C", "N", "N", "N", "C", "C", "N", "S", "N", "C", "H", "H", "H", "H", "H", "H", "H", "H", "H", "H", "H", "H", "H", "H", "H", "H", "N", "C", "C", "C", "C", "C", "H", "H", "H", "H", "H", "N", "C", "C", "C", "C", "C", "H", "H", "H", "H", "H", "N", "C", "C", "C", "C", "C", "H", "H", "H", "H", "H", "N", "C", "C", "C", "C", "C", "H", "H", "H", "H", "H"], "positions_angstrom": [[-0.747, 1.900, 0.620], [0.149, 2.791, 1.595], [-1.062, 3.279, 3.109], [1.347, 1.872, 2.065], [2.753, 2.557, 2.057], [3.674, 2.184, 3.144], [5.076, 2.738, 3.229], [6.137, 2.362, 4.324], [5.985, 0.893, 4.921], [7.240, 0.629, 5.715], [5.932, -0.167, 3.906], [4.874, 0.771, 5.916], [5.514, 3.709, 2.217], [4.660, 4.159, 1.075], [4.932, 5.051, 0.059], [3.554, 5.042, -0.877], [2.556, 3.959, -0.076], [3.257, 3.520, 1.035], [-0.354, 1.896, -0.429], [-1.797, 2.298, 0.578], [-0.775, 0.822, 0.961], [0.451, 3.756, 1.121], [1.396, 0.894, 1.496], [1.138, 1.594, 3.143], [3.335, 1.462, 3.938], [6.178, 3.120, 5.153], [7.143, 2.387, 3.799], [8.005, 0.738, 5.035], [7.351, 1.447, 6.336], [4.988, -0.261, 3.531], [6.630, -0.035, 3.172], [5.318, 0.972, 6.823], [4.246, 1.567, 5.766], [6.558, 4.113, 2.283], [-4.450, 0.844, 3.010], [-5.434, 0.037, 2.594], [-6.263, 0.320, 1.520], [-6.068, 1.510, 0.837], [-5.057, 2.365, 1.249], [-4.279, 1.987, 2.334], [-5.550, -0.881, 3.161], [-7.039, -0.370, 1.227], [-6.697, 1.768, -0.007], [-4.875, 3.303, 0.740], [-3.472, 2.620, 2.690], [0.701, 0.009, -1.339], [-0.128, -0.791, -2.020], [0.219, -1.447, -3.190], [1.499, -1.261, -3.689], [2.377, -0.436, -3.003], [1.931, 0.171, -1.839], [-1.119, -0.902, -1.592], [-0.494, -2.085, -3.698], [1.810, -1.755, -4.603], [3.384, -0.267, -3.363], [2.582, 0.824, -1.265], [-1.004, -4.194, -4.425], [-0.576, -4.059, -5.686], [-0.566, -5.090, -6.612], [-1.021, -6.336, -6.211], [-1.468, -6.502, -4.910], [-1.440, -5.406, -4.063], [-0.227, -3.067, -5.953], [-0.211, -4.922, -7.621], [-1.028, -7.168, -6.905], [-1.830, -7.460, -4.561], [-1.782, -5.487, -3.036], [-6.676, -1.078, -1.066], [-7.482, -1.897, -1.752], [-7.109, -2.552, -2.915], [-5.828, -2.346, -3.401], [-4.974, -1.501, -2.710], [-5.443, -0.897, -1.555], [-8.476, -2.025, -1.335], [-7.803, -3.206, -3.427], [-5.498, -2.839, -4.309], [-3.966, -1.316, -3.060], [-4.811, -0.230, -0.977]], "e_tot_ha": -4667.7822, "molar_mass_g_mol": 646.7}

***

{"formula": "C22H35BeCl3N3O6", "method": "wB97M-V/def2-TZVPD", "elements": ["O", "C", "C", "C", "H", "C", "H", "C", "H", "C", "H", "C", "H", "H", "C", "C", "H", "H", "H", "C", "C", "H", "H", "H", "H", "Be", "Cl", "C", "O", "N", "C", "C", "H", "H", "H", "H", "H", "H", "H", "H", "H", "C", "C", "N", "H", "C", "O", "H", "H", "H", "H", "H", "H", "C", "C", "N", "H", "C", "O", "H", "H", "H", "H", "Cl", "C", "Cl", "C", "O", "O", "H"], "positions_angstrom": [[0.419, -0.239, -1.234], [-0.396, -0.080, -2.361], [-0.145, 1.244, -3.043], [0.519, 2.276, -2.388], [0.887, 2.092, -1.390], [0.715, 3.503, -3.005], [1.222, 4.300, -2.474], [0.261, 3.714, -4.300], [0.412, 4.670, -4.785], [-0.383, 2.683, -4.973], [-0.732, 2.833, -5.986], [-0.584, 1.462, -4.346], [-1.091, 0.661, -4.870], [-0.179, -0.865, -3.094], [-2.167, -1.710, -1.655], [-1.839, -0.276, -1.914], [-3.223, -1.941, -1.774], [-1.856, -1.995, -0.652], [-1.610, -2.353, -2.341], [-2.670, 0.755, -1.746], [-4.084, 0.720, -1.273], [-2.302, 1.744, -1.995], [-4.791, 1.107, -2.002], [-4.203, 1.306, -0.358], [-4.391, -0.299, -1.021], [-0.046, -0.337, 0.580], [-2.344, -0.138, 0.355], [-1.127, -0.099, 3.288], [-0.260, -0.703, 2.635], [-1.277, -0.230, 4.609], [-0.747, -1.375, 5.320], [-1.963, 0.781, 5.383], [-1.825, 0.584, 2.806], [-0.184, -1.987, 4.626], [-1.558, -1.964, 5.749], [-0.092, -1.047, 6.127], [-2.159, 1.649, 4.762], [-1.354, 1.092, 6.233], [-2.912, 0.399, 5.760], [4.768, 1.542, -1.459], [4.652, 1.883, 1.242], [3.694, 1.430, -1.318], [3.599, 1.624, 1.138], [3.418, 0.801, -0.045], [3.294, 0.827, -2.129], [2.813, -0.377, 0.019], [2.013, -0.735, 0.901], [3.249, 1.087, 2.011], [3.099, -1.064, -0.789], [3.228, 2.415, -1.348], [3.009, 2.531, 1.034], [-0.142, -5.722, 1.121], [2.055, -5.887, -0.499], [-0.509, -5.186, 0.246], [1.542, -5.168, -1.138], [0.560, -4.432, -0.373], [-1.305, -4.513, 0.548], [0.583, -3.100, -0.307], [-0.183, -2.434, 0.410], [2.263, -4.471, -1.549], [1.316, -2.615, -0.949], [-0.925, -5.903, -0.461], [1.058, -5.711, -1.952], [-1.267, 4.106, 1.461], [0.435, 3.624, 1.658], [1.105, 4.450, 3.093], [0.520, 2.132, 1.778], [1.028, 1.582, 2.856], [0.084, 1.393, 0.776], [1.007, 3.953, 0.766]], "charge": -1, "e_tot_ha": -2870.4092, "molar_mass_g_mol": 552.9}

***

{"formula": "C3H6N3", "method": "wB97M-V/def2-TZVPD", "elements": ["C", "C", "C", "N", "N", "N", "H", "H", "H", "H", "H", "H"], "positions_angstrom": [[0.292, 0.164, -1.596], [2.203, 1.088, -0.476], [-1.036, -0.718, 1.589], [1.439, 0.587, -1.222], [-0.629, -0.209, -0.646], [-0.167, -0.413, 0.505], [0.176, 0.293, -2.694], [3.114, 1.600, -0.195], [-2.064, -0.567, 1.204], [-0.944, -1.703, 2.178], [-0.700, 0.117, 2.298], [-1.684, -0.240, -0.946]], "de_lowest_ev": 4.713, "charge": 1, "e_tot_ha": -281.7447, "molar_mass_g_mol": 84.1}

***

{"formula": "C6H4BrNOS3", "method": "wB97M-V/def2-TZVPD", "elements": ["C", "C", "C", "C", "C", "C", "N", "O", "S", "S", "S", "Br", "H", "H", "H", "H"], "positions_angstrom": [[-1.632, 1.389, -0.305], [-0.282, 1.328, -0.023], [-2.415, 0.245, -0.296], [-0.470, -1.067, 0.268], [0.297, 0.098, 0.288], [-1.816, -0.975, -0.026], [1.631, 0.005, 0.693], [2.145, -1.092, 1.017], [2.717, 1.280, 0.203], [3.571, -1.568, -0.917], [4.356, 0.067, -0.214], [-2.863, -2.558, -0.064], [-2.091, 2.337, -0.536], [0.318, 2.223, -0.048], [-3.471, 0.306, -0.504], [0.004, -2.018, 0.464]], "e_tot_ha": -4129.5119, "molar_mass_g_mol": 282.2}

***

{"formula": "C20H26AsMoN5O3", "method": "wB97M-V/def2-TZVPD", "elements": ["Mo", "N", "C", "C", "C", "C", "C", "C", "C", "C", "C", "C", "C", "C", "N", "C", "C", "C", "C", "N", "H", "H", "H", "H", "H", "H", "H", "H", "H", "H", "C", "As", "C", "C", "O", "H", "H", "H", "H", "H", "H", "H", "H", "H", "N", "N", "H", "H", "H", "H", "C", "O", "H", "H", "H", "O"], "positions_angstrom": [[-0.454, -0.271, 1.205], [3.050, 0.723, -8.657], [2.660, 0.618, -7.581], [2.172, 0.488, -6.234], [3.072, 0.450, -5.172], [2.598, 0.319, -3.879], [1.230, 0.238, -3.633], [0.338, 0.281, -4.701], [0.803, 0.399, -5.998], [0.719, 0.108, -2.242], [0.998, -1.082, -1.559], [1.672, -2.204, -2.105], [1.781, -3.135, -1.096], [1.177, -2.568, 0.037], [0.695, -1.345, -0.222], [-0.021, 1.181, -1.741], [-0.332, 2.415, -2.382], [-1.175, 3.097, -1.534], [-1.359, 2.258, -0.408], [-0.663, 1.135, -0.517], [4.134, 0.521, -5.366], [3.290, 0.282, -3.047], [-0.725, 0.216, -4.505], [0.113, 0.425, -6.831], [2.018, -2.290, -3.122], [2.233, -4.113, -1.143], [1.070, -2.991, 1.023], [0.026, 2.732, -3.348], [-1.625, 4.064, -1.687], [-1.978, 2.435, 0.460], [-2.492, 0.287, 5.669], [-2.510, -0.008, 3.765], [-4.107, 0.847, 3.124], [-2.759, -1.902, 3.565], [-1.102, 0.650, 3.142], [-3.418, -0.068, 6.117], [-2.370, 1.350, 5.869], [-1.646, -0.254, 6.088], [-4.975, 0.447, 3.648], [-4.160, 0.643, 2.060], [-4.030, 1.919, 3.301], [-3.564, -2.213, 4.233], [-1.838, -2.413, 3.829], [-3.014, -2.109, 2.532], [2.586, 0.523, 1.929], [1.392, 1.194, 1.489], [3.403, 0.955, 1.514], [2.512, -0.434, 1.601], [1.499, 1.643, 0.583], [1.158, 1.906, 2.172], [0.828, -1.376, 3.775], [0.439, -1.513, 2.435], [1.044, -0.340, 4.041], [1.730, -1.970, 3.953], [0.051, -1.737, 4.459], [-2.177, -0.413, 1.091]], "spin_multiplicity": 3, "de_lowest_ev": 0.000, "e_tot_ha": -3581.1747, "molar_mass_g_mol": 555.3}

***

Question: Which formula does entry 10 have?
Answer: C3H6N3